A molecular structure, C21H30ClN5O3Zn in a non-equilibrium geometry, computed with ωB97M-V/def2-TZVPD.

Output
lowest unoccupied orbital energy	-11.072	eV
charge	+2

Geometry as XYZ:
```
61
Properties=species:S:1:pos:R:3:forces:R:3:mulliken_charge:R:1
C -3.1840 -3.2194 -2.9581 0.99 0.97 0.85 -0.6317
C -2.6138 -1.9706 -2.1390 -0.82 -0.80 -0.38 0.1981
C -2.0340 -0.8516 -3.0763 0.30 -1.34 -1.52 -0.8812
N -1.6575 0.4357 -2.3837 -0.89 -0.52 2.71 0.0747
C -1.5723 0.3193 -0.9922 -0.49 0.59 1.18 -0.0988
C -2.6368 0.7608 -0.0649 2.23 -0.26 1.11 -0.6010
C -2.4689 0.5958 1.3694 -0.72 0.29 -1.41 0.8031
C -3.6167 1.1029 2.3094 1.22 0.06 -1.25 -1.3568
C -3.3735 2.6498 2.6077 -0.04 1.04 0.92 0.4995
O -4.0515 3.2374 3.3872 0.03 -0.93 -0.35 -0.4128
O -2.3496 3.3472 1.9515 0.11 -1.78 -0.05 -0.4604
C -1.2102 -0.0630 1.9964 -0.96 0.74 -1.44 0.6251
N -1.2111 -0.1731 3.3589 2.83 -1.38 -2.26 -0.5305
C -0.0586 -0.8041 3.7379 0.07 -0.13 1.63 0.4274
Cl 0.1403 -1.0734 5.4867 -0.33 0.49 -2.39 -0.0028
C 1.0635 -1.2707 2.8558 0.08 0.41 -0.93 -0.4726
N 2.2104 -1.9179 3.4311 -0.88 0.14 -1.26 -0.2263
C 2.0974 -3.3733 3.0699 -0.62 -1.60 0.30 -0.0976
C 1.0346 -4.0854 4.0012 0.19 -0.27 -0.31 -0.9366
N 1.0227 -1.0930 1.5169 -1.86 0.56 2.37 -0.3565
C -0.1527 -0.4931 1.0703 -0.43 0.65 -0.98 0.4431
C -0.2950 -0.3009 -0.3991 0.21 -1.28 0.28 0.2452
C 0.8310 -0.7093 -1.3872 -0.43 0.65 0.75 -1.0911
C 1.4336 0.6983 -1.9239 0.36 -0.23 0.77 -0.5664
C 2.9699 0.6069 -2.2993 -0.20 1.52 -0.58 -0.5978
C 3.6731 1.9229 -1.7156 -0.01 -2.18 0.25 -0.7044
N 2.9565 3.1355 -2.1394 0.77 0.76 0.83 -0.1636
C 3.7724 4.3351 -2.0617 -0.30 0.74 0.13 0.5108
C 3.3005 5.4295 -1.0186 -0.58 -0.48 -1.04 -1.0400
O 4.7245 4.4848 -2.7809 -0.43 -0.31 0.70 -0.5086
H -2.3169 -3.8617 -3.2548 -0.96 0.48 -0.18 0.4172
H -3.8335 -2.8938 -3.8083 0.52 -0.54 0.72 0.4297
H -3.7837 -3.8236 -2.1845 0.67 0.94 -1.21 -0.2358
H -3.5040 -1.5758 -1.5632 1.18 -0.13 -0.39 0.2008
H -1.8430 -2.4142 -1.4390 -0.74 0.87 -0.55 0.1638
H -2.8157 -0.5879 -3.8463 0.82 -0.09 0.84 0.5027
H -1.1515 -1.2395 -3.6658 -0.94 0.40 0.66 0.2685
H -2.2457 1.2233 -2.6663 -0.10 -0.42 0.17 0.4318
H -3.5490 1.2413 -0.4909 0.83 -0.51 0.55 0.5070
H -4.5971 1.0167 1.7642 0.91 0.10 0.66 0.4364
H -3.6422 0.5612 3.2876 0.00 0.58 -0.90 0.3898
H -1.6182 3.5223 2.5750 -0.59 0.26 -0.13 0.3505
H 3.0407 -1.5165 2.9713 -0.45 -0.27 0.23 0.3885
H 3.0912 -3.8999 3.1395 -0.95 0.87 0.18 0.4251
H 1.7407 -3.5343 2.0090 0.48 0.50 0.84 0.1994
H 1.4165 -4.2026 5.0507 -0.47 0.30 -1.00 0.2513
H 0.7990 -5.1149 3.6037 0.42 1.06 0.37 0.3672
H 0.0490 -3.5357 3.9965 1.02 -0.48 0.13 0.2285
H 0.4448 -1.3036 -2.2530 0.20 0.52 0.83 0.2323
H 1.6459 -1.2749 -0.8594 -1.02 0.58 -0.43 0.5073
H 1.3649 1.3944 -1.0305 -0.07 -0.50 -1.07 0.3033
H 0.8038 1.0969 -2.7628 0.59 -0.40 0.93 0.3411
H 3.4789 -0.3319 -1.9678 -0.49 0.84 -0.12 0.3961
H 3.0644 0.7064 -3.4183 -0.16 -0.42 1.04 0.3412
H 4.7377 1.8945 -2.0564 -0.98 0.51 0.11 0.4684
H 3.6918 1.7678 -0.5919 0.00 0.49 -0.93 0.2518
H 2.1232 3.3224 -1.5803 0.33 -0.39 -0.06 0.2543
H 3.4112 5.0467 0.0272 0.17 0.43 -0.87 0.2724
H 3.8602 6.3698 -1.2352 -0.35 -0.88 0.48 0.3176
H 2.1982 5.6382 -1.1749 1.12 -0.23 0.13 0.3359
Zn -4.8057 -5.3543 -1.3858 -0.41 -0.60 0.34 0.1665
```
Positions in Å, forces in eV/Å.



A molecular structure, C21H30HgN4O4S2, computed with ωB97M-V/def2-TZVPD.

Output
spin multiplicity	2
lowest unoccupied orbital energy (alpha / beta)	2.746 / 1.724	eV
charge	-1
⟨S²⟩	0.803

Geometry as XYZ:
```
62
Properties=species:S:1:pos:R:3:forces:R:3:mulliken_spin:R:1
Hg -1.0351 -0.1216 0.9329 -0.17 -0.11 0.07 -0.0026
C 4.7606 2.6040 2.9550 -0.01 -0.03 -0.01 0.0018
C 3.5213 2.4217 3.8277 -0.02 0.02 -0.16 0.0019
N 2.2859 2.7178 3.1318 0.01 -0.08 0.01 0.0093
C 1.6422 1.7989 2.3348 0.03 0.06 -0.17 0.0150
S 0.3419 2.3922 1.3715 0.07 -0.14 0.08 0.0230
N 2.1573 0.5867 2.3431 0.14 0.14 0.13 0.0589
N 1.3835 -0.3925 1.8438 -0.16 -0.02 -0.25 0.1322
C 1.9819 -1.3473 1.2114 -0.01 0.10 0.16 -0.0738
C 3.4471 -1.2917 0.8966 0.01 -0.07 0.03 0.0081
C 1.1231 -2.4270 0.7505 -0.22 0.07 0.05 0.2777
C 1.2285 -2.8294 -0.6772 -0.22 -0.01 -0.20 0.0370
C 0.5532 -4.1300 -0.9374 -0.01 0.12 -0.09 0.2341
C -0.4781 -4.4844 -0.1448 0.01 0.01 0.14 -0.0718
C -0.7466 -3.7097 1.0229 -0.05 -0.10 -0.09 0.3470
N 0.0699 -2.7602 1.4757 0.30 -0.18 0.13 -0.1231
H 5.6644 2.3044 3.4940 -0.02 0.03 -0.03 -0.0001
H 4.8737 3.6460 2.6448 0.00 -0.03 0.00 0.0001
H 4.6647 1.9857 2.0606 0.02 0.01 0.03 -0.0004
H 3.5797 3.0570 4.7148 0.00 0.02 0.01 0.0004
H 3.4634 1.3867 4.1549 -0.02 -0.01 0.07 -0.0026
H 2.0873 3.6719 2.8857 -0.01 0.04 0.04 0.0006
H 3.6698 -0.4119 0.2875 0.01 -0.02 0.01 -0.0051
H 3.7876 -2.1895 0.3815 0.00 0.01 0.01 -0.0009
H 4.0051 -1.1786 1.8286 0.02 0.00 -0.03 -0.0049
H 2.2498 -2.8029 -1.0579 0.08 -0.11 0.08 -0.0088
H 0.8351 -4.6970 -1.8160 -0.07 0.00 -0.02 0.0068
H -1.0788 -5.3629 -0.3555 -0.01 0.02 0.02 0.0074
H -1.6224 -3.9144 1.6307 0.03 -0.01 -0.01 0.0128
O -0.6682 -1.3667 -0.9648 0.22 -0.22 0.14 0.0496
O 0.6237 -1.7627 -1.4620 0.09 0.28 0.03 0.0758
C -2.6853 0.1569 2.2568 0.05 0.11 -0.01 -0.0020
H -3.1093 1.1402 2.0537 0.00 -0.02 0.03 0.0001
H -2.3277 0.1235 3.2854 0.01 0.01 -0.01 0.0001
H -3.4509 -0.5998 2.1010 0.01 0.00 0.02 0.0003
C -3.1012 2.9422 -2.6221 0.01 0.01 0.09 0.0000
C -2.0297 2.0934 -1.9716 0.16 -0.01 0.06 -0.0002
O -2.3215 1.1332 -1.2935 -0.28 0.07 -0.14 0.0010
C -0.5953 2.4450 -2.1907 0.01 0.02 -0.08 -0.0003
C -0.1839 3.7354 -2.5135 0.01 0.04 0.01 -0.0004
C 1.1634 4.0083 -2.6953 0.04 -0.05 0.00 0.0002
C 2.0994 2.9866 -2.5730 -0.06 0.01 0.02 0.0016
C 1.6886 1.6993 -2.2520 0.02 0.08 -0.05 0.0012
C 0.3443 1.4267 -2.0531 0.03 -0.07 -0.05 0.0022
H -4.0413 2.3957 -2.5996 0.01 0.00 0.01 0.0000
H -2.8327 3.2060 -3.6460 -0.01 0.01 0.04 0.0000
H -3.2247 3.8666 -2.0501 0.03 -0.01 -0.05 0.0000
H -0.9075 4.5394 -2.5921 0.00 -0.04 -0.04 0.0000
H 1.4868 5.0154 -2.9297 -0.01 -0.01 0.01 -0.0001
H 3.1517 3.2007 -2.7223 -0.02 0.00 0.02 0.0000
H 2.4152 0.9031 -2.1465 -0.03 -0.01 0.01 0.0013
H 0.0064 0.4239 -1.8029 0.02 0.10 0.01 -0.0103
C -4.3261 -3.7904 -0.1013 0.03 -0.04 -0.05 0.0081
S -3.8848 -2.0514 -0.2886 -0.18 0.05 -0.06 -0.0081
C -3.3941 -2.1736 -2.0093 0.10 0.04 0.00 -0.0004
O -5.1904 -1.3219 -0.2645 0.10 -0.08 -0.03 0.0006
H -5.0570 -4.0445 -0.8718 0.02 -0.03 0.06 -0.0001
H -4.7671 -3.8989 0.8891 0.01 -0.02 -0.04 0.0006
H -3.4284 -4.4057 -0.1882 -0.07 0.02 0.00 -0.0015
H -2.6296 -2.9462 -2.1059 -0.02 0.09 0.00 0.0019
H -2.9486 -1.2161 -2.2718 -0.03 -0.02 -0.02 -0.0016
H -4.2903 -2.3860 -2.5960 0.03 -0.02 0.02 0.0003
```
Positions in Å, forces in eV/Å.



3 unconnected molecules or ions with the total composition C21H30IN2O5PS in a non-equilibrium geometry, computed with ωB97M-V/def2-TZVPD.

Output
SMILES	Cc1cc2nsnc2c(P(O)I)c1-c1ccccc1.COCCOC.COCCOC
lowest unoccupied orbital energy	-1.701	eV

Geometry as XYZ:
```
61
Properties=species:S:1:pos:R:3:forces:R:3:mulliken_charge:R:1
C 1.2694 -1.6399 4.7401 -0.66 0.26 -0.62 -1.0670
C 0.2534 -1.4927 3.4828 -3.24 -0.45 -0.92 0.6808
C -1.2961 -1.6729 3.6769 2.20 0.67 -2.09 -0.7593
C -2.3361 -1.5107 2.4777 1.51 -0.01 0.35 0.5033
N -3.7679 -1.6259 2.5574 4.42 0.92 -2.89 -0.6465
S -4.2745 -1.3459 0.9189 4.25 -0.15 1.42 0.1817
N -2.7604 -1.1213 0.1339 1.39 -0.24 3.02 -0.5225
C -1.6695 -1.2039 1.0758 -3.08 -0.28 0.42 0.2417
C -0.1010 -1.0382 0.8192 0.49 -0.22 4.18 0.4693
P 0.4077 -0.7218 -0.9751 0.04 -1.85 -0.38 0.0307
O 1.9331 -1.5237 -1.2438 -1.75 0.55 1.18 -0.4395
I 0.9142 1.6584 -1.3870 0.23 -0.33 0.38 -0.0875
C 0.8516 -1.1776 2.0430 -2.49 -0.32 -1.30 -0.1287
C 2.4414 -1.0330 1.7930 2.03 0.88 -0.33 0.2786
C 2.9445 0.3987 1.3638 2.46 -2.55 0.28 -0.2725
C 4.4384 0.6863 1.0430 -1.61 -4.06 1.15 -0.5553
C 5.4550 -0.5053 1.1510 -3.92 -0.35 0.88 -0.3873
C 4.9580 -1.9315 1.6197 -2.04 3.04 -0.59 -0.4906
C 3.4381 -2.2171 1.9457 1.48 3.77 -1.17 -0.4330
H 1.7809 -2.6740 4.7565 -0.68 1.74 -0.27 0.2532
H 2.0416 -0.7854 4.6482 -1.11 -1.58 0.22 0.3044
H 0.7151 -1.5430 5.7422 0.67 -0.02 -1.67 0.3575
H -1.7556 -1.9304 4.6938 1.07 0.50 -1.56 0.2790
H 1.7670 -2.4910 -1.1624 0.09 0.84 -0.04 0.2889
H 2.1924 1.2506 1.2772 1.15 -1.46 0.22 0.5496
H 4.7259 1.7426 0.7225 -0.29 -1.80 0.51 0.3413
H 6.5495 -0.3134 0.8851 -1.79 -0.50 0.52 0.3349
H 5.7685 -2.7343 1.6810 -1.56 1.13 -0.01 0.3197
H 3.0804 -3.2545 2.2794 0.65 1.82 -0.62 0.3823
C -8.6971 1.9248 2.4247 0.00 -0.07 -0.16 -0.7335
O -8.0865 2.3325 1.2090 0.08 0.19 0.33 -0.3761
C -7.5717 3.6629 1.2782 0.20 -0.39 -0.32 -0.4794
C -6.0572 3.6614 1.4534 -0.23 0.25 0.43 -0.4991
O -5.6829 3.1534 2.7323 -0.07 -0.27 -0.30 -0.3901
C -5.2037 1.8168 2.6630 0.02 0.16 0.17 -0.7730
H -8.8966 0.8537 2.3630 0.02 0.08 -0.10 0.2450
H -8.0486 2.1096 3.2845 -0.01 0.04 0.00 0.3180
H -9.6477 2.4502 2.5581 -0.01 0.01 0.12 0.3268
H -8.0586 4.2262 2.0823 0.12 -0.06 0.00 0.3203
H -7.8179 4.1482 0.3301 0.02 0.05 -0.01 0.3644
H -5.6981 4.6937 1.4034 -0.01 0.01 -0.05 0.3817
H -5.5720 3.0966 0.6499 -0.10 -0.03 0.04 0.3052
H -4.2138 1.8017 2.1954 0.00 -0.13 -0.06 0.3736
H -5.8874 1.1722 2.1045 0.02 0.02 -0.03 0.3119
H -5.1147 1.4330 3.6809 0.00 0.11 -0.06 0.3103
C 2.8113 -1.1422 -4.2092 -0.16 0.22 0.00 -0.4541
O 3.0604 -0.0603 -5.0979 0.36 -0.11 0.08 -0.3937
C 4.2643 0.6372 -4.7800 -0.28 -0.07 -0.48 -0.4601
C 5.3930 0.2545 -5.7308 0.12 -0.11 0.53 -0.5133
O 5.7990 -1.0991 -5.5375 -0.29 0.04 -0.27 -0.3779
C 5.2914 -1.9642 -6.5446 0.13 0.00 0.15 -0.7358
H 1.9906 -1.7355 -4.6168 0.01 0.12 -0.05 0.3286
H 3.6877 -1.7867 -4.1018 0.03 0.02 0.03 0.3319
H 2.5123 -0.7588 -3.2296 0.17 -0.14 -0.17 0.0063
H 4.5525 0.4589 -3.7376 0.04 -0.06 -0.09 0.2941
H 4.0525 1.7039 -4.8932 0.05 0.05 0.00 0.3846
H 6.2626 0.8817 -5.5123 -0.01 0.04 -0.01 0.3580
H 5.1028 0.4317 -6.7722 -0.08 -0.04 0.08 0.3245
H 5.8134 -1.7806 -7.4892 -0.09 -0.03 -0.08 0.3308
H 4.2155 -1.8322 -6.6839 0.02 0.03 -0.02 0.3193
H 5.4804 -2.9940 -6.2357 0.06 0.12 0.04 0.2440
```
Positions in Å, forces in eV/Å.



A single C21H30N2 molecule, computed with ωB97M-V/def2-TZVPD.

Output
SMILES	C=C(C)[C@@H]1CC=C(CN2CCN(Cc3ccccc3)CC2)CC1
lowest unoccupied orbital energy	0.831	eV

Geometry as XYZ:
```
53
Properties=species:S:1:pos:R:3:forces:R:3:mulliken_charge:R:1
C 5.6234 3.2282 -0.9229 0.07 0.04 -0.05 -1.4751
C 4.4910 3.0331 -0.2665 -0.19 0.05 0.17 0.5505
C 4.1049 3.8702 0.9151 0.14 0.01 -0.09 -1.3469
C 3.5096 1.9455 -0.6360 0.32 -0.09 -0.25 0.5317
C 4.0534 0.5641 -0.2542 -0.16 0.11 0.04 -1.0012
C 3.2053 -0.5394 -0.8067 0.14 -0.01 0.04 -0.4902
C 2.2753 -0.3830 -1.7408 -0.17 -0.07 -0.10 1.3642
C 1.4213 -1.5444 -2.2038 0.05 -0.12 0.10 -2.3186
N 0.2560 -1.8459 -1.3847 -0.05 -0.01 -0.01 0.1978
C 0.5622 -2.3183 -0.0516 -0.17 -0.22 0.11 -0.4149
C -0.7126 -2.8545 0.5944 0.29 0.01 0.06 -1.1138
N -1.7043 -1.8002 0.6682 -0.05 -0.14 0.01 0.3430
C -2.9082 -2.2224 1.3622 0.11 -0.04 0.04 -1.1055
C -3.8054 -1.0510 1.6572 -0.12 -0.03 0.01 0.5687
C -5.1755 -1.1227 1.4504 0.10 -0.05 0.01 -0.4730
C -5.9884 -0.0408 1.7438 -0.12 0.05 0.02 -0.5795
C -5.4374 1.1272 2.2405 -0.11 0.06 0.00 -0.3923
C -4.0695 1.2082 2.4449 0.04 0.06 0.04 -0.5753
C -3.2598 0.1250 2.1585 -0.01 -0.03 0.02 -0.1644
C -1.9952 -1.3198 -0.6696 0.10 0.32 -0.13 -1.0224
C -0.7180 -0.7778 -1.3024 -0.32 -0.11 -0.03 -0.4540
C 2.0103 0.9578 -2.3697 0.24 0.13 0.01 -0.3510
C 3.1622 1.9282 -2.1263 -0.36 0.04 0.14 -1.1902
H 5.9093 2.6304 -1.7710 0.01 -0.18 -0.21 0.2531
H 6.3165 4.0018 -0.6381 0.11 0.17 0.12 0.3632
H 3.1787 4.4065 0.7080 -0.10 0.03 0.04 0.3000
H 4.8797 4.5933 1.1563 0.03 0.07 0.06 0.4370
H 3.9330 3.2362 1.7847 -0.06 -0.02 0.11 0.3106
H 2.5810 2.1110 -0.0787 -0.01 0.00 0.01 0.4357
H 4.1097 0.4703 0.8342 0.08 0.00 0.00 0.3340
H 5.0745 0.4557 -0.6348 0.03 0.06 0.07 0.3500
H 3.4045 -1.5228 -0.4008 -0.05 -0.21 -0.04 0.3992
H 1.0526 -1.3511 -3.2158 0.09 -0.04 -0.01 0.4406
H 2.0263 -2.4558 -2.2304 0.00 0.05 -0.07 0.5393
H 1.2979 -3.1228 -0.1226 0.03 0.02 0.03 0.4044
H 0.9736 -1.5162 0.5849 0.02 -0.09 -0.01 0.2723
H -0.4898 -3.1998 1.6075 -0.02 -0.02 -0.03 0.4315
H -1.0790 -3.7128 0.0026 0.02 0.02 0.05 0.3449
H -3.4648 -2.9884 0.7910 0.04 0.04 0.07 0.3450
H -2.5997 -2.6754 2.3115 -0.02 -0.06 -0.10 0.3777
H -5.6108 -2.0314 1.0583 -0.02 -0.09 -0.06 0.3460
H -7.0542 -0.1098 1.5803 -0.08 0.00 -0.02 0.3753
H -6.0712 1.9722 2.4665 -0.05 0.06 0.01 0.3766
H -3.6351 2.1189 2.8315 0.04 0.07 0.03 0.3812
H -2.1924 0.1780 2.3089 0.13 0.03 0.00 0.3810
H -2.7415 -0.5249 -0.6013 0.02 -0.04 -0.05 0.4677
H -2.3971 -2.1288 -1.3061 -0.01 0.05 0.03 0.2772
H -0.9324 -0.4144 -2.3099 0.01 0.05 0.00 0.4643
H -0.3580 0.0633 -0.6855 -0.02 0.02 -0.07 0.1654
H 1.8560 0.8267 -3.4446 -0.07 -0.01 0.01 0.4171
H 1.0842 1.3781 -1.9643 -0.06 0.02 -0.08 0.2461
H 4.0319 1.6064 -2.7001 0.09 0.03 -0.05 0.3606
H 2.8871 2.9306 -2.4607 0.07 0.01 -0.03 0.3149
```
Positions in Å, forces in eV/Å.